## P
C4H7N2 | ωB97M-V with the def2-TZVPD basis set

Computed properties:
**SMILES**: [H]/N=c1/cc1C[NH3+]
**Total charge**: +1
**HOMO-LUMO gap**: 8.7651 eV

Positions of all 13 atoms, in Å:
H -0.36052 -1.15225 -2.77128
N -1.03007 -0.41019 -2.64357
C -1.10280 0.06476 -1.52235
C -1.56676 0.93514 -0.58404
C -0.61916 0.25406 0.05697
C 0.17756 0.10496 1.23864
N 1.53442 -0.38442 0.84143
H -2.45917 1.56950 -0.44348
H -0.33845 -0.61468 2.03064
H 0.17334 1.10077 1.59678
H 1.84791 0.19247 0.04994
H 1.58877 -1.34850 0.55332
H 2.15492 -0.31162 1.59702

Löwdin population analysis, charges in e, atoms 1 to 5:
1. H 0.07
2. N 0.17
3. C -0.29
4. C 0.04
5. C -0.06

## Q
C4H7N2 | ωB97M-V with the def2-TZVPD basis set

Computed properties:
**SMILES**: Cc1c[nH]c[nH+]1
**Total charge**: +1
**HOMO-LUMO gap**: 9.9906 eV

Positions of all 13 atoms, in Å:
C -0.47926 1.80548 -0.68437
C 0.11406 0.42214 -0.34740
C 0.12794 -0.85057 -0.94468
N 0.24223 -1.84087 0.04789
C 0.52630 -1.18172 1.20307
N 0.12241 0.11983 1.00008
H -1.36273 1.99445 0.02547
H 0.40332 2.45313 -0.46470
H -0.67789 1.97740 -1.74577
H 0.04540 -1.14215 -1.96238
H 0.01589 -2.81582 0.02602
H 0.92337 -1.70973 2.03647
H -0.00104 0.76842 1.81028

Löwdin population analysis, charges in e, atoms 1 to 5:
1. C 0.00
2. C -0.22
3. C 0.03
4. N 0.12
5. C 0.00

## R
C4H7N2 | ωB97M-V with the def2-TZVPD basis set

Computed properties:
**Total charge**: +1
**HOMO-LUMO gap**: 7.8484 eV

Positions of all 13 atoms, in Å:
C -1.60809 0.07961 0.51290
C -1.98023 -0.33453 1.67234
C -1.25531 0.45382 -0.75766
C 1.81583 0.07902 -0.15917
N 2.26423 -0.35309 -1.29409
N 2.55704 -0.76260 -2.27115
H -1.31920 -0.69458 2.35212
H -3.03715 -0.13271 2.04183
H -0.83611 1.45980 -1.11275
H -1.53536 -0.24114 -1.57534
H 1.56168 -0.71921 0.54244
H 2.53096 0.59712 0.37412
H 0.84170 0.56848 -0.32559

Löwdin population analysis, charges in e, atoms 1 to 5:
1. C -0.16
2. C 0.03
3. C -0.05
4. C 0.00
5. N 0.04

## S
C4H7N2 | ωB97M-V with the def2-TZVPD basis set

Computed properties:
**Total charge**: +1
**HOMO-LUMO gap**: 12.5615 eV

Positions of all 13 atoms, in Å:
C -1.92225 0.17632 0.04632
C -0.92593 -0.93596 -0.09551
C 1.24482 0.41283 -0.73909
C 1.33733 0.43935 0.75745
N -1.14184 1.17449 0.00161
N 0.02064 0.31226 -0.04923
H -3.04155 0.12704 0.19820
H -0.85234 -1.57801 0.76795
H -0.81931 -1.66683 -1.04755
H 1.51005 1.21654 -1.41842
H 1.50468 -0.71704 -1.03231
H 1.74418 -0.33992 1.35175
H 1.34151 1.37892 1.25884

Löwdin population analysis, charges in e, atoms 1 to 5:
1. C -0.06
2. C 0.01
3. C -0.04
4. C 0.06
5. N 0.19

Q is preferred energetically. Next in line: 337.7 kJ/mol higher.

## P
C35H39I2N8NaO3S2 | ωB97M-V with the def2-TZVPD basis set

Computed properties:
**HOMO-LUMO gap**: 6.8011 eV

Positions of all 90 atoms, in Å:
Na 0.19622 -0.26309 0.02961
O -0.40113 -2.25214 0.64430
S -1.42679 -3.31867 0.82709
C -2.88754 -2.49176 1.50678
C -3.35500 -1.27745 0.72122
C -4.19314 -0.32898 1.58340
C -3.42906 0.40018 2.68843
S -2.10086 1.54733 2.19274
O -1.07483 0.74546 1.46151
C -3.02650 2.47263 0.97338
C -3.95152 3.41448 1.41252
C -4.67230 4.13596 0.47640
C -4.45600 3.92049 -0.88079
C -3.52332 2.98523 -1.30050
C -2.79815 2.24788 -0.37037
C -2.06444 -3.66959 -0.80762
C -2.97400 -4.70985 -0.96067
C -3.46513 -4.99842 -2.22292
C -3.02781 -4.26203 -3.31842
C -2.10635 -3.24072 -3.15095
C -1.61826 -2.93070 -1.88688
H -2.56404 -2.22786 2.51673
H -3.66418 -3.25417 1.60781
H -3.95192 -1.60501 -0.13050
H -2.48872 -0.75080 0.31642
H -4.99899 -0.88913 2.07043
H -4.68326 0.40794 0.94605
H -2.92827 -0.28055 3.38089
H -4.11308 1.00235 3.29249
H -4.09353 3.59748 2.47222
H -5.39234 4.87508 0.80282
H -5.01507 4.49082 -1.61128
H -3.35165 2.81481 -2.35559
H -2.07212 1.50474 -0.69013
H -3.28313 -5.29766 -0.10328
H -4.17411 -5.80525 -2.35485
H -3.40318 -4.49440 -4.30659
H -1.75925 -2.66611 -4.00011
H -0.90140 -2.12835 -1.75837
I -2.27145 0.47396 -4.51684
C -0.93588 1.83177 -3.67809
C -0.68227 3.03391 -4.35485
C 0.18508 3.96626 -3.85707
I 0.48923 5.72547 -4.93342
C 0.85784 3.71416 -2.62651
C 1.77322 4.60954 -2.03142
C 2.37353 4.27650 -0.85036
C 2.05605 3.04046 -0.26270
N 1.21110 2.18123 -0.77510
C 0.60635 2.49873 -1.94646
C -0.33163 1.49900 -2.46248
O -0.54043 0.43118 -1.80955
H -1.19242 3.21602 -5.29185
H 1.98736 5.55166 -2.51771
H 3.07735 4.94030 -0.36704
H 2.52548 2.76735 0.67733
N 5.34222 -3.04387 -1.62560
C 4.22438 -2.33897 -2.01537
C 3.05520 -2.33924 -1.23445
N 1.96407 -1.69456 -1.59837
C 2.00789 -1.06283 -2.78008
C 3.15753 -1.07147 -3.54731
N 4.27421 -1.69252 -3.17173
H 5.45979 -3.20497 -0.63976
H 6.18587 -2.77288 -2.10549
H 3.02535 -2.89175 -0.29969
H 1.11363 -0.54865 -3.09466
H 3.18234 -0.54733 -4.49551
C 3.44865 -0.09804 1.53257
N 2.04612 -0.26442 1.93448
C 1.91319 -1.57093 2.59427
N 2.79898 -1.69738 3.75460
C 4.17605 -1.49516 3.30186
N 4.36892 -0.18884 2.66746
C 3.99616 0.84628 3.63498
N 2.61373 0.70403 4.09644
C 1.73082 0.76903 2.92985
C 2.47286 -0.62355 4.69701
H 3.56868 0.87264 1.05173
H 3.70203 -0.86977 0.80445
H 2.14168 -2.35778 1.87358
H 0.87707 -1.69569 2.91038
H 4.43062 -2.27863 2.58362
H 4.84841 -1.57707 4.15874
H 4.11618 1.82678 3.16861
H 4.66624 0.78604 4.49541
H 1.81907 1.75268 2.46377
H 0.69642 0.63770 3.24683
H 1.44283 -0.75145 5.03781
H 3.13844 -0.69511 5.56026

Löwdin population analysis, charges in e, atoms 1 to 5:
1. Na 0.17
2. O -0.53
3. S 1.02
4. C -0.32
5. C -0.22

## Q
C35H39I2N8NaO3S2 | ωB97M-V with the def2-TZVPD basis set

Computed properties:
**HOMO-LUMO gap**: 6.9245 eV

Positions of all 90 atoms, in Å:
Na -0.25176 -0.65983 0.01309
O -0.56238 -2.15365 1.81555
S -0.09756 -3.45091 2.39891
C 0.10640 -4.58295 0.99686
C 0.99677 -4.06278 -0.11815
C 0.80229 -4.80205 -1.44551
C -0.61118 -4.82682 -2.02161
S -1.35390 -3.26288 -2.57678
O -1.20792 -2.26537 -1.47167
C -0.16622 -2.84118 -3.84076
C -0.39284 -3.27301 -5.14097
C 0.51743 -2.93315 -6.13024
C 1.62545 -2.15649 -5.81380
C 1.83253 -1.72026 -4.51186
C 0.93200 -2.06417 -3.51345
C 1.60857 -3.26475 2.88801
C 2.05749 -4.07875 3.92107
C 3.36636 -3.95563 4.36081
C 4.19996 -3.00711 3.78198
C 3.73296 -2.19280 2.75954
C 2.42982 -2.31759 2.29757
H -0.92782 -4.71889 0.67291
H 0.45637 -5.53108 1.41391
H 2.04430 -4.16192 0.17276
H 0.83114 -2.99886 -0.26890
H 1.10349 -5.84886 -1.33115
H 1.48602 -4.37174 -2.18030
H -1.34340 -5.22504 -1.31606
H -0.64872 -5.46648 -2.90756
H -1.27606 -3.85513 -5.37826
H 0.35459 -3.25976 -7.14892
H 2.32901 -1.88099 -6.58884
H 2.69537 -1.11067 -4.27275
H 1.06245 -1.73905 -2.48864
H 1.38460 -4.79077 4.38559
H 3.72854 -4.58449 5.16352
H 5.21838 -2.90012 4.13274
H 4.38774 -1.46301 2.30230
H 2.07819 -1.69740 1.48183
I 4.89602 -1.94956 -0.96228
C 3.87130 -0.35648 -1.83209
C 4.51678 0.41847 -2.79687
C 3.85452 1.42754 -3.44892
I 4.89948 2.52610 -4.88992
C 2.49469 1.69062 -3.14634
C 1.72323 2.68537 -3.79172
C 0.41060 2.84992 -3.46341
C -0.14304 2.01684 -2.47486
N 0.53129 1.09132 -1.84261
C 1.84283 0.90917 -2.15762
C 2.53432 -0.16351 -1.44399
O 1.94235 -0.87550 -0.58123
H 5.54962 0.20660 -3.03934
H 2.18551 3.30416 -4.54903
H -0.20094 3.59882 -3.94778
H -1.18826 2.13116 -2.20496
N 0.11087 1.49898 5.38249
C 0.53239 1.60166 4.07970
C 0.22753 0.60972 3.12970
N 0.66776 0.68782 1.89087
C 1.43089 1.73564 1.56358
C 1.72172 2.70705 2.50189
N 1.27133 2.65399 3.75397
H -0.67701 0.90827 5.58184
H 0.17326 2.34684 5.92117
H -0.35961 -0.26564 3.38953
H 1.80441 1.78238 0.54962
H 2.33289 3.56347 2.24232
C -2.48399 1.82003 0.67782
N -2.49899 0.39324 0.32496
C -3.18143 -0.33580 1.40618
N -4.54629 0.14927 1.62045
C -4.47802 1.57877 1.93327
N -3.83269 2.35350 0.86991
C -4.58780 2.14012 -0.36840
N -4.66127 0.72535 -0.74167
C -3.29561 0.22306 -0.90039
C -5.28610 -0.00446 0.36445
H -1.98433 2.37825 -0.11587
H -1.91155 1.94796 1.59910
H -2.60933 -0.21562 2.32728
H -3.20245 -1.39699 1.15438
H -3.91398 1.71341 2.85917
H -5.49121 1.95761 2.08318
H -4.10707 2.69594 -1.17655
H -5.60091 2.52507 -0.23486
H -2.80912 0.75845 -1.71801
H -3.31664 -0.83702 -1.15448
H -5.33162 -1.06470 0.10802
H -6.30348 0.36675 0.50512

Löwdin population analysis, charges in e, atoms 1 to 5:
1. Na 0.19
2. O -0.52
3. S 1.01
4. C -0.31
5. C -0.23

Q is preferred energetically. Next in line: 36.3 kJ/mol higher.